Entry 1:
An isolated ion of composition C3HO4 and charge -1 at a distorted geometry, computed with the ωB97M-V functional and the def2-TZVPD basis.

```
8
Properties=species:S:1:pos:R:3:forces:R:3:nbo_charge:R:1
C -0.9808 -0.0903 0.3444 -1.342 2.242 -0.359 -0.201
C -0.6855 -1.2979 -0.0437 1.858 -0.976 0.552 0.634
C 1.0427 0.8821 -0.1063 3.292 -0.673 -1.551 0.918
O -0.3057 -2.3910 -0.2092 -0.773 -0.110 -0.361 -0.473
O 1.2788 1.6870 -0.9838 -0.191 1.938 -1.320 -0.759
O -0.0785 0.9424 0.5580 -5.957 1.083 2.141 -0.529
O 1.7249 -0.0385 0.2916 2.571 -2.848 0.577 -0.794
H -1.9957 0.3063 0.1490 0.541 -0.656 0.322 0.204
```
Forces are in eV/Å.

Total energy (hartree): -415.8783
Maximum force (Eh/bohr): 0.125
HOMO level (eV): -3.742
ΔE to the lowest compared entry with this formula, charge and spin (eV): 1.4838
Kohn-Sham gap (eV): 7.6
Multiplicity: 1
Net charge: -1
SMILES: O=C=COC(=O)[O-]


Entry 2:
A 3-piece molecular cluster, C36H53N4O13PS4 overall at a distorted geometry, computed with the ωB97M-V functional and the def2-TZVPD basis.

```
111
Properties=species:S:1:pos:R:3:forces:R:3:lowdin_charge:R:1
C 4.3488 -2.3497 2.9976 -0.531 0.070 -0.080 -0.029
C 3.3023 -2.1228 1.9341 -0.133 -0.258 -0.087 -0.193
C 2.0677 -2.7523 2.0775 0.283 0.582 -0.634 -0.045
C 1.0862 -2.5543 1.1145 -0.528 -0.276 0.135 -0.414
C 1.3004 -1.7549 0.0107 0.534 0.259 -0.040 -0.179
C 2.5422 -1.1349 -0.1435 0.176 0.069 0.289 -0.076
C 2.7668 -0.2861 -1.3628 0.724 -0.517 0.167 -0.042
C 2.7613 1.1834 -1.0767 0.052 -0.116 -0.695 -0.527
O 2.3402 1.6876 -0.0937 -0.474 0.517 1.016 0.157
O 3.2483 1.9551 -2.0771 0.284 0.215 -0.091 0.110
C 3.5549 -1.3000 0.8171 -0.518 -0.333 0.066 -0.107
C 4.9004 -0.6284 0.7103 -0.388 0.076 0.418 -0.126
C 5.0256 0.6593 1.5583 0.637 0.155 -0.759 -0.146
C 5.8427 1.7408 0.8115 -0.064 -0.127 0.496 -0.097
C 5.6028 3.0958 1.4218 0.338 -0.703 0.219 -0.550
O 5.1380 4.0269 0.8657 -0.658 1.049 -0.660 0.143
O 5.9294 3.1882 2.7366 0.362 0.121 0.215 0.103
N 0.3185 -1.5151 -0.9971 -0.116 -0.795 0.384 -0.158
N 0.4936 -2.3986 -2.1149 0.320 0.100 -0.048 0.096
C -1.0283 -1.4545 -0.5524 -0.330 0.660 -0.316 -0.248
C -1.8888 -0.5378 -1.1795 0.116 -0.061 0.466 -0.419
S -1.2055 0.5112 -2.4474 0.034 0.077 -0.392 0.861
C -3.2342 -0.4677 -0.8174 -0.264 -0.066 -0.360 -0.160
C -4.1303 0.5512 -1.4760 0.177 0.357 0.524 -0.151
C -4.0890 1.8828 -0.6905 -0.104 -0.529 -0.496 -0.158
C -5.2714 2.7940 -1.0325 -0.822 -1.277 1.440 -0.175
C -6.4317 2.6951 -0.0241 -0.086 -0.233 -0.146 -0.170
C -7.7212 2.1903 -0.6470 -0.091 0.216 0.002 -0.290
N -8.8912 2.4418 0.2143 0.000 -0.238 -0.421 0.005
C -3.7435 -1.3186 0.1883 0.842 -0.074 -0.126 -0.080
C -5.1864 -1.2851 0.5458 0.230 -0.094 -0.290 -0.192
C -6.1368 -1.8817 -0.2708 -0.148 0.124 0.319 -0.015
C -7.4497 -1.8497 0.1550 0.049 -0.133 -0.306 -0.065
C -7.7551 -1.2299 1.3497 -0.420 0.178 0.383 -0.160
N -6.8754 -0.6219 2.1422 0.235 -0.287 -0.556 0.105
C -5.6128 -0.6720 1.7122 -0.005 0.282 0.416 -0.101
C -2.8714 -2.2004 0.8457 -0.480 0.264 -0.398 -0.209
C -3.3625 -3.0912 1.9583 0.614 0.170 0.014 -0.169
P -2.9311 -2.4580 3.6012 -0.878 0.015 0.062 0.408
O -4.0886 -2.0375 4.4072 -0.010 -0.004 0.133 -0.280
O -1.9316 -1.2328 3.3902 0.241 -0.186 0.013 -0.117
O -2.1224 -3.6598 4.2674 0.245 0.071 0.060 -0.137
C -1.5277 -2.2521 0.4582 0.133 -0.342 0.345 -0.379
S -0.4648 -3.3810 1.3111 0.080 -0.018 -0.129 1.085
H 4.5189 -1.4201 3.5352 0.329 0.058 0.063 0.082
H 3.9792 -3.0721 3.7171 -0.028 -0.120 0.136 0.075
H 5.2713 -2.7423 2.5828 0.236 0.103 -0.045 0.077
H 1.8619 -3.3852 2.9242 -0.007 -0.091 0.193 0.108
H 2.0582 -0.5007 -2.1500 -0.293 0.121 -0.054 0.107
H 3.7430 -0.5381 -1.7779 0.160 -0.051 -0.157 0.121
H 3.7742 1.4160 -2.6773 -0.130 -0.022 -0.205 0.109
H 5.6343 -1.3391 1.0650 0.318 -0.112 -0.181 0.084
H 5.1439 -0.4111 -0.3215 0.070 0.021 -0.242 0.102
H 5.5905 0.4208 2.4531 -0.317 -0.025 0.437 0.102
H 4.0605 1.0852 1.8055 -0.240 -0.140 0.144 0.123
H 5.5840 1.7812 -0.2363 -0.082 0.128 -0.248 0.111
H 6.9091 1.5322 0.9030 0.161 -0.182 -0.201 0.128
H 6.5804 2.5073 2.9379 -0.147 -0.151 0.238 0.103
H 0.5283 -1.8317 -2.9539 -0.267 0.075 -0.077 0.053
H -0.2918 -3.0339 -2.1895 -0.037 -0.091 0.068 0.090
H -0.7454 1.5088 -1.6746 -0.069 -0.066 0.170 -0.115
H -5.1501 0.1948 -1.5295 -0.256 -0.171 -0.047 0.100
H -3.7669 0.7640 -2.4737 -0.135 -0.130 -0.277 0.077
H -3.1316 2.3526 -0.9055 -0.414 -0.292 -0.088 0.052
H -4.0587 1.6422 0.3696 -0.129 0.190 0.247 0.121
H -4.9249 3.8231 -1.0213 -4.013 -2.231 1.801 0.029
H -5.6116 2.5450 -2.0344 -0.080 0.251 -0.336 0.129
H -6.1511 2.0463 0.7995 0.018 -0.144 0.192 0.093
H -6.6473 3.6589 0.4273 -0.006 0.236 -0.012 0.111
H -7.8536 2.7152 -1.5930 -0.125 0.124 -0.104 0.106
H -7.6264 1.1371 -0.9128 0.060 -0.219 0.019 0.097
H -9.6351 2.7988 -0.3710 -0.116 0.091 0.128 0.056
H -9.2432 1.5656 0.5788 0.070 0.014 0.213 0.049
H -5.8599 -2.3552 -1.1987 0.104 -0.086 -0.142 0.126
H -8.2354 -2.2990 -0.4294 -0.127 -0.088 -0.074 0.102
H -8.7842 -1.2320 1.6850 -0.102 0.082 0.109 0.103
H -4.8723 -0.1936 2.3378 0.046 0.078 0.178 0.122
H -4.4406 -3.1665 1.9771 -0.268 0.082 -0.025 0.099
H -2.9780 -4.1035 1.8660 0.135 -0.119 0.002 0.086
H -2.1240 -0.6110 4.1055 0.062 0.252 -0.114 0.094
H -2.1172 -3.5129 5.2234 0.017 -0.231 0.059 0.089
O -2.6074 5.4541 0.6636 0.019 -0.165 0.286 -0.260
S -2.1628 4.7455 -0.4965 -0.071 0.773 -0.871 0.589
O -1.6978 3.3967 -0.3816 0.765 0.265 0.420 -0.308
O -1.0788 5.6216 -1.2510 0.105 -0.019 0.000 -0.261
C 0.0628 6.1148 -0.5062 0.437 0.131 0.292 -0.242
C 1.0676 5.0299 -0.1893 -0.148 -0.229 -0.006 -0.069
C -3.4014 4.8118 -1.7444 1.537 1.106 -0.446 -0.105
H -0.2810 6.6191 0.3983 -0.172 -0.069 -0.032 0.115
H 0.5075 6.8687 -1.1526 -0.145 -0.021 -0.127 0.120
H 0.6610 4.3005 0.5095 0.016 0.001 0.016 0.073
H 1.9646 5.4592 0.2568 -0.002 0.059 -0.042 0.087
H 1.3502 4.4916 -1.0935 0.076 0.023 -0.003 0.081
H -3.7391 5.8384 -1.8530 0.090 0.089 0.012 0.092
H -4.2182 4.1739 -1.4141 3.406 1.941 -1.828 -0.046
H -2.9824 4.4346 -2.6734 0.077 -0.009 -0.043 0.097
O 6.7169 -3.3258 -0.1028 -0.112 0.203 0.043 -0.277
S 7.7348 -3.3196 -1.1102 0.199 -0.378 -0.060 0.563
O 8.0174 -2.1219 -1.8392 -0.118 0.149 0.100 -0.274
O 7.4446 -4.5032 -2.1246 0.128 0.017 -0.016 -0.260
C 6.1352 -4.5568 -2.7369 -0.494 0.012 -0.226 -0.242
C 5.9518 -3.5173 -3.8242 0.141 0.155 0.079 -0.071
C 9.2316 -3.9533 -0.4395 0.052 -0.052 -0.002 -0.118
H 5.3698 -4.4679 -1.9643 0.099 0.048 0.083 0.116
H 6.0636 -5.5573 -3.1573 0.169 -0.048 0.080 0.122
H 5.9589 -2.5077 -3.4158 -0.015 -0.009 0.020 0.064
H 4.9979 -3.6748 -4.3277 -0.003 -0.079 0.014 0.083
H 6.7557 -3.5815 -4.5572 -0.027 -0.044 -0.030 0.086
H 9.0174 -4.8756 0.0927 -0.023 -0.003 -0.011 0.076
H 9.6175 -3.1990 0.2425 -0.039 0.033 -0.005 0.078
H 9.9345 -4.1207 -1.2509 -0.007 0.015 -0.016 0.077
```
Forces are in eV/Å.

Total energy (hartree): -4534.8767
Maximum force (Eh/bohr): 0.096
HOMO level (eV): -7.814
ΔE to the lowest compared entry with this formula, charge and spin (eV): 0.0000
Kohn-Sham gap (eV): 8.0
Multiplicity: 1
Net charge: 0
SMILES: Cc1cc2c(c(CC(=O)O)c1CCCC(=O)O)N(N)c1c(S)c(CCCCCN)c(-c3cccnc3)c(CP(=O)(O)O)c1S2.CCOS(C)(=O)=O.CCOS(C)(=O)=O


Entry 3:
C21H41IrN7OSi4 as an isolated structure at a distorted geometry, computed with the ωB97M-V functional and the def2-TZVPD basis.

```
75
Properties=species:S:1:pos:R:3:forces:R:3:lowdin_spin:R:1
Ir 0.9525 -0.9115 1.2581 -0.973 1.430 3.046 0.046
C 0.2597 -1.7425 3.2162 0.089 -0.831 0.617 -0.002
C -0.5617 -0.5874 3.3896 -0.429 -0.678 -1.260 0.001
C 0.2649 0.5237 3.5612 0.416 0.258 -0.526 -0.003
C 1.6025 0.0852 3.4856 0.429 0.187 -0.917 0.016
C 1.6065 -1.3235 3.3038 0.685 -1.080 0.914 -0.001
H -0.0705 -2.7702 3.2254 -0.071 0.033 0.012 0.000
H -1.6424 -0.5855 3.4093 0.053 -0.009 -0.014 0.000
H -0.0606 1.5358 3.7415 0.022 -0.051 -0.002 0.000
H 2.4819 0.7020 3.6038 -0.045 0.001 0.007 0.001
H 2.4629 -1.9719 3.4076 0.005 0.055 0.142 0.000
C 0.8899 3.4895 2.1009 0.126 0.133 0.138 0.061
Si -0.7004 3.1205 1.2003 -0.086 -0.935 0.042 0.145
C -1.1228 4.4133 -0.0401 0.035 0.176 -0.225 0.013
C -2.1355 2.6639 2.2906 -0.084 0.286 0.293 0.015
Si -0.0428 0.8983 0.1500 -0.061 1.049 -2.087 0.322
Si 1.0489 1.8106 -1.8240 0.194 -0.850 0.776 0.026
C 0.1027 2.8561 -3.0399 -0.113 0.107 -0.039 0.002
C 1.5534 0.1966 -2.6681 0.217 0.192 -0.401 0.007
C 2.5197 2.7482 -1.1321 0.134 0.253 -0.269 0.004
Si -2.3634 0.4547 -0.8007 0.228 0.019 0.662 0.181
C -3.1204 1.9476 -1.5808 -0.083 0.211 -0.018 0.021
C -3.3385 -0.1999 0.6382 -0.257 -0.119 -0.016 0.024
C -1.8878 -0.7988 -2.0942 0.055 -0.117 -0.127 0.068
H 0.6756 4.0806 2.9986 -0.013 -0.010 -0.037 0.010
H 1.5631 4.0747 1.4740 -0.025 -0.016 -0.005 0.000
H 1.4164 2.5894 2.4126 0.062 0.078 -0.023 0.003
H -1.5714 5.2579 0.4956 0.036 -0.034 0.008 0.003
H -1.8444 4.0774 -0.7821 0.007 0.063 0.066 0.000
H -0.2365 4.7830 -0.5584 -0.029 0.012 0.034 0.000
H -2.1938 3.3529 3.1415 -0.054 -0.023 -0.041 0.003
H -2.0485 1.6539 2.6873 -0.074 0.016 -0.033 0.001
H -3.0799 2.7389 1.7482 0.041 -0.010 -0.002 0.000
H -0.6372 2.2738 -3.5924 0.024 0.011 0.005 0.000
H 0.8151 3.2528 -3.7699 -0.012 -0.034 0.009 0.000
H -0.3978 3.7088 -2.5825 0.022 -0.003 -0.062 0.000
H 0.7724 -0.1445 -3.3518 0.019 0.017 0.025 0.000
H 1.7351 -0.5911 -1.9404 -0.061 0.002 -0.041 0.000
H 2.4658 0.3217 -3.2626 -0.057 -0.030 0.008 0.001
H 2.2157 3.7084 -0.7076 0.010 -0.016 -0.062 0.000
H 3.2472 2.9651 -1.9230 -0.043 0.030 0.029 0.000
H 3.0230 2.1728 -0.3590 -0.070 0.111 0.037 0.000
H -3.5557 2.6226 -0.8421 -0.015 -0.037 -0.032 0.000
H -3.9310 1.6107 -2.2368 0.018 -0.017 0.035 0.005
H -2.4156 2.5067 -2.1954 -0.053 -0.052 -0.030 0.001
H -3.9266 0.5925 1.1050 0.056 -0.009 -0.021 0.000
H -2.6964 -0.6400 1.4016 -0.037 0.026 -0.023 0.001
H -4.0256 -0.9851 0.3148 -0.005 -0.009 0.004 0.004
H -1.5232 -0.3081 -2.9980 -0.021 0.014 0.034 0.000
H -2.7822 -1.3752 -2.3610 0.013 0.052 0.049 0.013
H -1.1261 -1.4989 -1.7563 -0.004 0.015 -0.091 0.002
N 5.5182 -0.0652 -1.3600 -0.198 -0.145 -0.347 0.000
N 4.6151 -0.6503 -0.5240 0.241 0.034 0.084 0.000
N 4.8341 -1.8316 0.0129 -0.057 0.077 -0.031 0.000
C 3.6938 -2.0482 0.6463 0.169 -0.016 0.030 0.000
N 2.8497 -1.0222 0.4732 -0.316 0.114 -0.267 0.000
N 3.4618 -0.1257 -0.2883 0.078 -0.147 0.109 0.000
H 6.4426 -0.4475 -1.2216 0.049 0.053 0.149 0.000
H 5.4347 0.9414 -1.3705 0.045 0.021 0.165 0.000
H 3.4870 -2.9413 1.2127 -0.030 0.068 -0.002 0.000
N -3.4079 -5.5549 -0.3227 0.064 0.084 -0.022 0.000
C -3.0194 -4.2896 -0.0765 -0.024 -0.086 0.006 0.000
O -3.7470 -3.4225 0.3643 0.036 0.017 0.056 0.000
C -1.5810 -3.9490 -0.3907 0.024 -0.006 0.031 0.000
C -0.8464 -4.5044 -1.4246 -0.002 -0.078 -0.048 0.001
C 0.4364 -4.0342 -1.6624 -0.023 -0.095 0.007 0.000
C 0.9457 -3.0375 -0.8611 -0.007 -0.046 -0.045 0.001
N 0.2361 -2.4883 0.1403 -0.215 0.370 -0.313 0.001
C -1.0082 -2.9376 0.3640 0.079 -0.203 -0.043 0.001
H -4.3548 -5.8161 -0.0979 -0.025 0.014 -0.022 0.000
H -2.7660 -6.2768 -0.5953 -0.001 -0.033 0.036 0.000
H -1.2647 -5.2779 -2.0571 -0.011 0.034 -0.004 0.000
H 1.0369 -4.4318 -2.4686 0.018 0.015 0.029 0.000
H 1.9432 -2.6599 -1.0173 -0.101 0.020 -0.097 0.000
H -1.5761 -2.4857 1.1626 -0.016 0.065 -0.050 0.000
```
Forces are in eV/Å.

Total energy (hartree): -2545.0835
Maximum force (Eh/bohr): 0.068
Expectation value of S²: 0.76
HOMO level (alpha / beta) (eV): -13.180 / -13.027
ΔE to the lowest compared entry with this formula, charge and spin (eV): 2.1231
Kohn-Sham gap (alpha / beta) (eV): 6.6 / 5.2
Multiplicity: 2
Net charge: +2


Entry 4:
C9H14N5 as an isolated structure at a distorted geometry, computed with the ωB97M-V functional and the def2-TZVPD basis.

```
28
Properties=species:S:1:pos:R:3:forces:R:3:nbo_charge:R:1
C 0.4597 0.8093 -2.3108 -0.087 -0.775 -0.106 -0.262
C 0.2119 -0.5282 -2.2330 0.353 1.053 -0.672 0.237
C 0.3558 1.6345 -1.1645 -0.117 0.095 0.551 0.337
C -0.3277 -0.6657 0.0686 0.629 2.603 -0.746 0.677
C 0.3643 3.2626 0.2945 -0.048 -0.636 -0.298 0.536
C 0.2830 -1.4451 -3.3997 -0.025 -0.052 -0.213 -0.649
C -0.6481 -2.8564 3.1532 0.075 0.003 -0.179 -0.605
C -0.6889 -1.0692 1.3980 -0.182 -0.368 1.019 -0.535
C -0.2982 -2.5267 1.7077 -0.043 0.085 0.067 -0.371
N -0.1458 -1.1035 -1.0461 -0.249 -0.479 0.669 -0.419
N -0.0057 2.1707 0.9355 -0.014 0.875 0.866 -0.324
N 0.6024 2.9764 -1.0313 -0.152 -0.285 0.370 -0.533
N -0.0058 1.2015 0.0296 -0.190 -2.575 -1.212 -0.203
N 0.4980 4.4715 0.8362 0.073 0.406 0.057 -0.781
H 0.7442 1.2595 -3.2475 0.047 -0.035 -0.140 0.246
H -0.6789 -1.4593 -3.9137 -0.047 -0.055 -0.029 0.249
H 1.0374 -1.1142 -4.1075 0.027 -0.005 -0.075 0.238
H 0.5019 -2.4595 -3.0780 0.053 -0.009 0.019 0.248
H -0.1218 -2.1930 3.8366 0.023 0.019 0.099 0.210
H -1.7160 -2.7557 3.3295 -0.117 0.001 0.053 0.212
H -0.3610 -3.8793 3.3803 0.001 -0.060 0.068 0.232
H -0.2142 -0.3957 2.1148 -0.043 0.056 -0.066 0.269
H -1.7710 -0.9474 1.5163 0.011 0.102 -0.028 0.270
H -0.8211 -3.2025 1.0308 0.062 0.028 -0.072 0.218
H 0.7744 -2.6510 1.5519 -0.012 -0.018 -0.098 0.213
H 0.9029 3.6111 -1.7524 -0.003 -0.021 -0.020 0.443
H 0.2931 4.5895 1.8122 0.001 0.029 0.012 0.434
H 0.7751 5.2658 0.2891 -0.025 0.017 0.102 0.416
```
Forces are in eV/Å.

Total energy (hartree): -624.8783
Maximum force (Eh/bohr): 0.055
HOMO level (eV): -12.214
ΔE to the lowest compared entry with this formula, charge and spin (eV): 1.2779
Kohn-Sham gap (eV): 8.5
Multiplicity: 1
Net charge: +1